1.
Formula: C23H25F3N4Pd
Source: the OMol25 dataset
Level of theory: ωB97M-V/def2-TZVPD

Output
HOMO-LUMO gap: 7.5 eV
electronic energy: -1537.9378 hartree
ΔE to the lowest compared entry with this formula, charge and spin: 2.247 eV
strongest force on any atom: 1.1 eV/Å
E_HOMO: -7.36 eV

Last column: Löwdin charge in e.
Cartesian coordinates (Å):
Pd1 0.2735 0.1814 0.0200  0.8735
C1 2.0644 6.2305 2.9704  -0.0409
C2 0.8416 6.5121 2.1443  -0.2138
C3 0.2858 7.7837 2.0902  -0.0432
C4 -0.8444 8.0521 1.3315  -0.0843
C5 -1.4231 7.0361 0.5900  -0.0813
C6 -0.8781 5.7608 0.6101  -0.0363
C7 0.2376 5.4930 1.3977  -0.1960
N1 0.8333 4.2075 1.4572  0.1506
C8 0.2241 3.0183 1.1260  -0.3568
N2 -1.0728 2.8973 1.4830  0.1469
C9 -1.9395 1.8284 1.1739  -0.1917
C10 -1.5044 0.6707 0.5409  -0.1987
C11 -2.4236 -0.3320 0.2464  -0.1061
C12 -3.7557 -0.1950 0.5946  -0.0861
C13 -4.1770 0.9605 1.2402  -0.0590
C14 -3.2893 1.9827 1.5326  -0.2214
C15 -3.7626 3.2373 2.2181  -0.0448
N3 0.8646 2.0514 0.5593  0.0040
C16 2.2174 2.2565 0.1559  -0.2737
C17 3.2443 1.9279 1.0343  -0.0313
C18 4.5660 2.1037 0.6537  -0.0809
C19 4.8511 2.5954 -0.6109  -0.0785
C20 3.8205 2.9057 -1.4867  -0.0342
C21 2.4874 2.7444 -1.1268  -0.2134
C22 1.3670 3.0654 -2.0713  -0.0275
H1 2.3282 7.0981 3.5723  0.0786
H2 2.9305 5.9918 2.3447  0.0863
H3 1.9056 5.3816 3.6387  0.0852
H4 0.7479 8.5763 2.6670  0.1122
H5 -1.2642 9.0494 1.3158  0.1037
H6 -2.2930 7.2312 -0.0236  0.1059
H7 -1.3134 4.9813 -0.0020  0.1143
H8 1.8386 4.1879 1.3641  0.1314
H9 -1.4565 3.6593 2.0150  0.1181
H10 -2.0755 -1.2250 -0.2641  0.0923
H11 -4.4630 -0.9803 0.3607  0.1035
H12 -5.2181 1.0762 1.5167  0.1080
H13 -4.8365 3.1918 2.3889  0.0793
H14 -3.5664 4.1324 1.6193  0.0778
H15 -3.2852 3.3807 3.1932  0.0875
H16 2.9911 1.5223 2.0066  0.1149
H17 5.3649 1.8435 1.3355  0.1034
H18 5.8792 2.7256 -0.9234  0.1039
H19 4.0521 3.2736 -2.4792  0.1129
H20 1.7551 3.3337 -3.0525  0.0805
H21 0.7642 3.9007 -1.7047  0.0759
H22 0.7002 2.2076 -2.1785  0.0702
N4 0.6796 -1.1672 2.3461  0.0154
H23 1.5444 -1.6892 2.2695  0.0167
H24 -0.0662 -1.8406 2.4740  0.0240
H25 0.7186 -0.5887 3.1760  0.0142
F1 1.7839 -2.4593 -0.4093  -0.0499
C23 0.9304 -1.6486 -1.1465  -0.5760
F2 -0.0423 -2.5255 -1.5738  -0.0353
F3 1.6512 -1.3811 -2.2877  -0.0300

2.
Formula: C6H14N2O2
Source: the OMol25 dataset
Level of theory: ωB97M-V/def2-TZVPD

Output
HOMO-LUMO gap (alpha / beta): 9.2 / 4.7 eV
electronic energy: -496.6605 hartree
ΔE to the lowest compared entry with this formula, charge and spin: 1.940 eV
strongest force on any atom: 4.7 eV/Å
2S+1: 2
E_HOMO (alpha / beta): -12.92 / -12.92 eV
net charge: +1

Last column: Mulliken spin population.
Cartesian coordinates (Å):
C1 0.5884 3.4515 0.5988  0.0000
C2 2.6134 0.2408 0.5081  0.0000
C3 0.9155 2.0737 0.3993  -0.0001
O1 0.0320 1.3042 0.0495  0.0009
N1 2.2312 1.6447 0.5266  0.0003
H1 0.6594 4.0492 -0.3698  0.0000
H2 1.4269 3.8760 1.3128  0.0000
H3 2.7465 2.2907 1.0594  0.0000
H4 2.0496 -0.4291 1.2397  0.0000
H5 -0.4292 3.6682 0.9701  0.0000
H6 2.1604 -0.2229 -0.3445  -0.0001
H7 3.7507 0.0551 0.6668  0.0000
C4 -1.3232 -2.6650 1.0830  0.0008
C5 -1.6965 -1.0830 -2.2888  0.0467
C6 -2.0077 -1.5843 -0.9232  -0.0180
O2 -3.0512 -2.3074 -0.8757  0.9129
N2 -1.1912 -1.5694 0.1416  0.0345
H8 -0.3518 -0.9237 0.0638  -0.0015
H9 -1.5610 -3.6455 0.6873  0.0033
H10 -0.3272 -2.9804 1.4884  -0.0005
H11 -2.0129 -1.8232 -2.9936  0.0039
H12 -1.9814 -2.3054 1.9955  0.0032
H13 -2.4887 -0.3847 -2.4612  -0.0043
H14 -0.7519 -0.7301 -2.5340  0.0178

3.
Formula: C2HN3O2
Source: the OMol25 dataset
Level of theory: ωB97M-V/def2-TZVPD

Output
HOMO-LUMO gap: 9.3 eV
electronic energy: -391.4729 hartree
ΔE to the lowest compared entry with this formula, charge and spin: 3.481 eV
strongest force on any atom: 1.5 eV/Å
E_HOMO: -10.99 eV

Last column: Löwdin charge in e.
Cartesian coordinates (Å):
O1 2.2012 0.0041 -0.0296  0.1463
C1 1.0015 0.0595 -0.0075  -0.5018
N1 0.2565 1.2337 0.0101  0.1883
C2 -1.0157 1.1225 0.0123  -0.1331
N2 -1.7123 -0.0776 -0.0359  0.0480
N3 -1.1206 -1.1591 -0.0250  0.0849
O2 0.2721 -1.1391 0.0604  0.0391
H1 -1.6663 2.0092 0.0805  0.1284

4.
Formula: C5H9N5S
Source: the OMol25 dataset
Level of theory: ωB97M-V/def2-TZVPD

Output
HOMO-LUMO gap: 7.1 eV
electronic energy: -867.1078 hartree
ΔE to the lowest compared entry with this formula, charge and spin: 3.750 eV
strongest force on any atom: 5.1 eV/Å
E_HOMO: -17.38 eV
net charge: +2

Last column: Löwdin charge in e.
Cartesian coordinates (Å):
C1 -2.9693 -1.3721 0.1520  0.0673
C2 -1.5456 -1.1192 -0.1218  -0.1986
N1 -0.9398 0.0218 0.1884  0.2107
N2 0.4586 0.2180 0.2244  0.0202
C3 1.1336 1.2760 -0.1087  -0.2888
N3 0.7262 2.4493 -0.4670  0.3034
C4 2.6257 0.9797 0.0167  -0.2250
S1 2.8140 -0.9338 0.0289  1.0521
C5 1.0898 -1.1399 0.2336  -0.5420
N4 0.4242 -1.7734 -0.9316  0.1174
N5 -0.7645 -1.8546 -0.9807  0.1724
H1 -3.4921 -1.9221 -0.6609  0.1436
H2 -3.5256 -0.4991 0.3007  0.0891
H3 -2.9920 -2.0505 1.0299  0.1451
H4 -1.3955 0.6263 0.8307  0.1885
H5 1.4372 3.1723 -0.5593  0.1749
H6 -0.1295 2.9292 -0.4861  0.1467
H7 3.0686 1.4573 -0.8052  0.0806
H8 3.1915 1.3364 0.9950  0.1678
H9 0.7843 -1.8015 1.1210  0.1746

5.
Formula: C27H39N4ORu
Source: the OMol25 dataset
Level of theory: ωB97M-V/def2-TZVPD

Output
HOMO-LUMO gap (alpha / beta): 7.1 / 7.1 eV
electronic energy: -1441.1415 hartree
strongest force on any atom: 2.7 eV/Å
E_HOMO (alpha / beta): -10.17 / -10.17 eV
net charge: +1

Last column: Löwdin charge in e.
Cartesian coordinates (Å):
Ru1 -0.1429 0.4027 0.0244  1.1887
C1 -2.1232 2.8332 1.9257  -0.0422
C2 -2.4173 1.3433 1.7760  -0.3893
C3 -3.8550 1.1003 1.3347  -0.0557
C4 -1.9940 0.5497 3.0041  -0.1435
C5 -2.9399 0.3267 3.9904  -0.0316
C6 -2.6057 -0.3486 5.1492  -0.0536
C7 -1.3160 -0.8083 5.3057  -0.0323
C8 -0.3111 -0.6150 4.3530  -0.1084
C9 1.0226 -1.2661 4.7360  -0.3623
C10 1.9873 -0.3404 5.4930  -0.0491
C11 1.6699 -2.1470 3.6589  -0.0468
C12 -0.6641 0.0997 3.1850  -0.1399
N1 0.2383 0.3306 2.1014  -0.0274
C13 1.4957 0.6169 2.2939  -0.0790
C14 2.3833 0.6160 1.1989  -0.3146
C15 3.7641 0.7512 1.1243  -0.0040
C16 4.0985 0.5177 -0.2107  -0.0196
C17 2.9176 0.2729 -0.9213  -0.2282
N2 1.8608 0.3744 -0.0696  -0.0313
C18 2.7861 -0.0147 -2.4003  -0.5438
C19 2.0128 -1.3223 -2.6112  -0.0359
C20 4.1760 -0.1536 -3.0227  -0.0584
C21 2.0476 1.1289 -3.1021  -0.0413
H1 -2.4490 3.3857 1.0428  0.0784
H2 -1.0596 3.0177 2.0861  0.0801
H3 -2.6619 3.2241 2.7894  0.0956
H4 -1.7753 0.9510 0.9662  0.0397
H5 -4.5569 1.6338 1.9757  0.0865
H6 -4.1154 0.0422 1.3559  0.0909
H7 -4.0000 1.4753 0.3204  0.0776
H8 -3.9516 0.6799 3.8492  0.1126
H9 -3.3487 -0.5370 5.9116  0.1125
H10 -1.0608 -1.3551 6.2047  0.1189
H11 0.7245 -1.9793 5.5077  0.1187
H12 2.2768 0.5730 4.9762  0.0567
H13 2.9004 -0.8824 5.7401  0.0851
H14 1.5275 -0.0223 6.4297  0.0864
H15 1.8812 -1.6569 2.7130  0.0500
H16 1.0210 -2.9979 3.4440  0.0837
H17 2.6152 -2.5426 4.0316  0.0849
H18 1.8799 0.8358 3.2797  0.1129
H19 4.4340 0.9412 1.9463  0.1138
H20 5.0923 0.5065 -0.6219  0.1043
H21 2.5239 -2.1597 -2.1333  0.0948
H22 1.9255 -1.5375 -3.6777  0.0907
H23 1.0060 -1.2515 -2.1956  0.0471
H24 4.7415 -0.9639 -2.5619  0.0918
H25 4.7522 0.7669 -2.9239  0.0879
H26 4.0795 -0.3733 -4.0864  0.0897
H27 1.0388 1.2453 -2.7140  0.0397
H28 1.9748 0.9210 -4.1710  0.0914
H29 2.5821 2.0727 -2.9740  0.0933
C22 -2.1595 -2.5605 -2.0391  -0.0266
O1 -1.5970 -1.3022 -1.6075  -0.1380
C23 -0.9639 -1.1698 -0.4492  -0.3970
C24 -0.8614 -2.3549 0.4859  -0.0348
H30 -2.9092 -2.9032 -1.3287  0.1011
H31 -1.3675 -3.2970 -2.1601  0.1024
H32 -2.6202 -2.3482 -2.9986  0.1000
H33 -1.2129 -3.3014 0.0803  0.0704
H34 -1.4270 -2.1251 1.3931  0.0890
H35 0.1787 -2.4600 0.7938  0.0812
N3 -1.2411 3.7639 -2.3744  0.0861
C25 -2.2418 2.9521 -2.8472  -0.0590
C26 -2.0361 1.7398 -2.2694  -0.1138
N4 -0.9296 1.8075 -1.4483  -0.0771
C27 -0.4738 3.0421 -1.5439  -0.1802
H36 -1.0960 4.7321 -2.6070  0.1660
H37 -2.9875 3.3043 -3.5356  0.1220
H38 -2.5889 0.8264 -2.3885  0.1015
H39 0.3960 3.4325 -1.0415  0.1409

6.
Formula: C6H10O
Source: the OMol25 dataset
Level of theory: ωB97M-V/def2-TZVPD

Output
HOMO-LUMO gap: 10.1 eV
electronic energy: -309.7317 hartree
ΔE to the lowest compared entry with this formula, charge and spin: 3.011 eV
strongest force on any atom: 3.1 eV/Å
E_HOMO: -8.95 eV

Last column: Löwdin charge in e.
Cartesian coordinates (Å):
C1 0.3475 -1.9417 -0.6408  -0.0070
C2 1.4232 -1.1491 -0.5327  -0.2008
C3 1.2520 0.3355 -0.7602  -0.1267
C4 0.2806 1.0423 0.2897  -0.2820
C5 -1.2233 1.1320 0.0177  -0.1022
C6 -1.3856 0.4126 1.3624  -0.1797
O1 0.0380 0.2839 1.5048  -0.1093
H1 -0.6747 -1.6143 -0.8836  0.0695
H2 0.4789 -2.9866 -0.3973  0.0506
H3 2.4321 -1.5315 -0.4705  0.1004
H4 1.0784 -0.1171 -1.7820  0.1265
H5 2.1167 0.9850 -0.9056  0.0959
H6 0.7124 2.0089 0.6062  0.1392
H7 -1.6392 2.1390 -0.0512  0.1057
H8 -1.5087 0.5423 -0.8517  0.0970
H9 -1.8396 1.0210 2.1595  0.1130
H10 -1.8886 -0.5621 1.3354  0.1099